{"formula": "C5H8N2O", "method": "ωB97M-V/def2-TZVPD", "largest_force_ev_per_a": 2.556, "homo_ev": -8.5, "e_tot_ha": -379.9402, "charge": 0, "lumo_ev": 0.91, "homo_lumo_gap_ev": 9.42, "de_lowest_ev": 4.026, "symbols": ["C", "N", "N", "C", "C", "C", "O", "C", "H", "H", "H", "H", "H", "H", "H", "H"], "positions_angstrom": [[-1.767, 2.387, 0.905], [-1.007, 1.413, 1.148], [-0.743, 0.722, -0.046], [-0.813, -0.710, 0.256], [0.732, -0.814, 0.295], [1.409, -1.865, -0.495], [1.599, -1.795, -1.684], [0.673, 0.615, -0.383], [-2.099, 2.597, -0.119], [-2.026, 3.171, 1.659], [-1.228, -0.941, 1.242], [-1.423, -1.372, -0.470], [1.151, -0.832, 1.398], [1.562, -2.771, 0.116], [0.692, 0.416, -1.475], [1.423, 1.470, -0.061]]}

=====

{"formula": "C2H4NO2", "method": "ωB97M-V/def2-TZVPD", "largest_force_ev_per_a": 1.266, "homo_ev": -3.4, "e_tot_ha": -283.8439, "charge": -1, "lumo_ev": 4.14, "homo_lumo_gap_ev": 7.54, "de_lowest_ev": 1.826, "symbols": ["O", "C", "N", "C", "O", "H", "H", "H", "H"], "positions_angstrom": [[0.260, -1.478, -2.011], [-0.408, -1.192, -0.996], [-0.961, -0.048, -0.667], [0.712, 1.054, 1.343], [1.080, 1.989, 2.022], [-0.612, -1.980, -0.234], [-1.123, 0.449, -1.544], [-0.132, 0.448, 1.686], [1.185, 0.760, 0.402]]}

=====

{"formula": "C2H4N2O", "method": "ωB97M-V/def2-TZVPD", "largest_force_ev_per_a": 5.295, "homo_ev": -8.3, "e_tot_ha": -263.1423, "charge": 0, "lumo_ev": 0.77, "homo_lumo_gap_ev": 9.07, "de_lowest_ev": 6.014, "symbols": ["C", "C", "N", "N", "O", "H", "H", "H", "H"], "positions_angstrom": [[-0.111, 0.735, 0.062], [0.367, -1.580, -0.390], [0.337, 1.242, 1.119], [-0.476, 2.234, 0.266], [-0.262, -0.289, -0.701], [-1.405, 2.890, 0.954], [-0.416, -2.204, -0.258], [1.090, -1.351, 0.325], [0.876, -1.677, -1.377]]}

=====

{"formula": "C3H5N3", "method": "ωB97M-V/def2-TZVPD", "largest_force_ev_per_a": 1.294, "homo_ev": -7.4, "e_tot_ha": -281.4762, "charge": 0, "lumo_ev": -0.13, "homo_lumo_gap_ev": 7.25, "de_lowest_ev": 3.098, "symbols": ["C", "N", "C", "N", "C", "N", "H", "H", "H", "H", "H"], "positions_angstrom": [[-0.700, -1.672, 0.351], [-1.148, -0.574, -0.157], [-0.355, 0.467, -0.439], [0.997, 0.421, 0.190], [-0.749, 1.738, -0.869], [-0.984, 2.818, -1.254], [-1.389, -2.464, 0.627], [0.371, -1.912, 0.440], [0.889, -0.065, 1.100], [1.696, -0.117, -0.335], [1.371, 1.360, 0.346]]}

=====

{"formula": "C4H12", "method": "ωB97M-V/def2-TZVPD", "largest_force_ev_per_a": 1.397, "homo_ev": -11.6, "e_tot_ha": -159.5803, "charge": 0, "lumo_ev": 1.16, "homo_lumo_gap_ev": 12.74, "de_lowest_ev": 0.126, "symbols": ["C", "C", "H", "H", "H", "H", "H", "H", "C", "C", "H", "H", "H", "H", "H", "H"], "positions_angstrom": [[2.525, -0.919, 0.949], [1.164, -0.228, 1.032], [2.877, -1.170, 1.947], [2.494, -1.819, 0.338], [3.271, -0.231, 0.552], [0.488, -0.850, 1.623], [0.700, -0.119, 0.054], [1.212, 0.768, 1.469], [-1.352, 0.971, -1.409], [-2.314, 0.111, -0.616], [-1.708, 1.268, -2.397], [-1.148, 1.928, -0.925], [-0.384, 0.482, -1.513], [-1.980, -0.017, 0.414], [-2.601, -0.843, -1.048], [-3.245, 0.669, -0.469]]}

=====

{"formula": "C33H28ClN4O2Ru", "method": "ωB97M-V/def2-TZVPD", "largest_force_ev_per_a": 0.458, "homo_ev": [-5.1, -5.5], "e_tot_ha": -2198.8734, "spin_multiplicity": 2, "charge": 0, "lumo_ev": [0.41, 0.36], "s2": 0.803, "homo_lumo_gap_ev": [5.50, 5.84], "de_lowest_ev": 1.019, "symbols": ["Ru", "O", "C", "C", "C", "C", "C", "C", "C", "N", "C", "C", "N", "C", "C", "C", "C", "C", "C", "C", "O", "H", "H", "H", "H", "H", "H", "H", "H", "H", "H", "H", "H", "H", "H", "N", "C", "C", "C", "C", "C", "C", "C", "C", "C", "C", "C", "C", "H", "H", "H", "H", "H", "H", "H", "H", "H", "H", "Cl", "C", "C", "C", "C", "N", "C", "H", "H", "H", "H"], "positions_angstrom": [[-0.578, 0.231, -0.765], [1.646, 0.635, 0.558], [2.062, 1.869, 1.003], [3.195, 1.953, 1.805], [3.644, 3.172, 2.277], [2.960, 4.330, 1.936], [1.861, 4.238, 1.106], [1.379, 3.020, 0.604], [0.261, 3.153, -0.339], [-0.400, 2.251, -0.983], [-1.267, 2.789, -2.048], [-2.462, 1.881, -2.318], [-1.902, 0.566, -2.481], [-2.055, -0.129, -3.538], [-1.202, -1.252, -3.868], [-1.654, -2.168, -4.830], [-0.878, -3.211, -5.276], [0.427, -3.321, -4.772], [0.915, -2.422, -3.858], [0.130, -1.348, -3.343], [0.639, -0.555, -2.471], [3.713, 1.039, 2.064], [4.523, 3.216, 2.907], [3.292, 5.295, 2.295], [1.343, 5.144, 0.814], [0.025, 4.197, -0.551], [-0.656, 2.814, -2.955], [-1.581, 3.812, -1.815], [-3.001, 2.239, -3.207], [-3.142, 1.890, -1.461], [-2.815, 0.159, -4.279], [-2.657, -2.036, -5.227], [-1.252, -3.913, -6.008], [1.067, -4.126, -5.117], [1.929, -2.504, -3.483], [-1.512, 0.478, 1.280], [-0.985, 1.205, 2.390], [-1.633, 2.364, 2.804], [-1.149, 3.106, 3.868], [-0.018, 2.677, 4.548], [0.623, 1.521, 4.135], [0.168, 0.780, 3.046], [0.954, -0.415, 2.621], [1.012, -1.546, 3.431], [1.782, -2.648, 3.085], [2.528, -2.624, 1.914], [2.494, -1.505, 1.096], [1.708, -0.422, 1.446], [-2.439, 0.832, 1.079], [-1.600, -0.513, 1.491], [-2.527, 2.684, 2.280], [-1.662, 4.009, 4.169], [0.371, 3.244, 5.383], [1.524, 1.192, 4.639], [0.431, -1.554, 4.346], [1.798, -3.520, 3.725], [3.133, -3.477, 1.633], [3.057, -1.451, 0.172], [0.839, -5.245, -0.956], [-0.440, -4.097, -0.754], [-1.750, -4.514, -0.613], [-2.719, -3.534, -0.475], [-2.344, -2.204, -0.482], [-1.067, -1.807, -0.606], [-0.129, -2.750, -0.748], [-1.998, -5.566, -0.625], [-3.764, -3.796, -0.380], [-3.076, -1.409, -0.419], [0.879, -2.406, -0.905]]}

=====

Copy entry 4 word for word.
{"formula": "C3H5N3", "method": "ωB97M-V/def2-TZVPD", "largest_force_ev_per_a": 1.294, "homo_ev": -7.4, "e_tot_ha": -281.4762, "charge": 0, "lumo_ev": -0.13, "homo_lumo_gap_ev": 7.25, "de_lowest_ev": 3.098, "symbols": ["C", "N", "C", "N", "C", "N", "H", "H", "H", "H", "H"], "positions_angstrom": [[-0.700, -1.672, 0.351], [-1.148, -0.574, -0.157], [-0.355, 0.467, -0.439], [0.997, 0.421, 0.190], [-0.749, 1.738, -0.869], [-0.984, 2.818, -1.254], [-1.389, -2.464, 0.627], [0.371, -1.912, 0.440], [0.889, -0.065, 1.100], [1.696, -0.117, -0.335], [1.371, 1.360, 0.346]]}